The following is a DFT calculation (ωB97M-V with the def2-TZVPD basis set) of a structure of composition C42H102Cd2F12N6O16P2S4 in a non-equilibrium geometry.

CARTESIAN COORDINATES (ANGSTROEM)
Cd -1.86440 -1.59582 1.34175
Cd 1.11333 2.54377 0.30576
S -0.44708 0.51492 0.76000
O -1.84987 0.32417 1.01499
O 0.37780 1.32122 1.61175
O -0.08764 -0.90031 0.74337
O -0.10511 1.21979 -0.44061
P 2.72633 4.56776 2.92224
F 1.42202 5.50603 3.26411
F 2.35477 3.54721 4.09493
F 1.85584 3.58940 1.86585
F 4.14748 3.76716 2.68824
F 3.07393 5.58313 1.60481
F 3.37738 5.70376 3.88240
P -5.12615 -0.52251 0.54903
F -4.85231 0.03609 2.00722
F -6.20095 -1.58113 1.21390
F -6.28005 0.58345 0.31241
F -5.45696 -1.09997 -0.91528
F -4.15117 0.53240 -0.16065
F -3.99435 -1.69569 0.72009
C 3.48358 0.75802 2.02813
C 3.36982 0.45989 0.53748
N 2.93395 1.58076 -0.33493
C 2.81358 0.79122 -1.59480
C 2.27437 1.49182 -2.84497
C 4.02948 2.59798 -0.45814
C 5.41901 2.19131 -0.65178
H 2.84418 1.55797 2.40141
H 4.50662 1.00842 2.30879
H 3.11606 -0.06729 2.63797
H 4.25812 0.02686 0.07757
H 2.60969 -0.32029 0.49726
H 3.75418 0.38860 -1.97067
H 2.11633 -0.04037 -1.49290
H 2.95108 2.20325 -3.31829
H 2.31543 0.67952 -3.57064
H 1.22164 1.77344 -2.82149
H 3.90648 3.32777 0.34210
H 3.73385 3.22516 -1.29918
H 6.13333 3.00100 -0.80100
H 5.56865 1.56870 -1.53386
H 5.73518 1.50890 0.13717
C -0.59427 -0.75977 -5.16696
C -0.03831 -2.15443 -5.12181
N -0.28482 -3.00581 -6.23970
C -1.70129 -3.17068 -6.61113
C -2.02281 -4.07595 -7.86674
C 0.42168 -4.33470 -6.11605
C 1.96312 -4.20403 -6.03131
H -0.64021 -0.42441 -4.13086
H -1.62920 -0.75244 -5.50898
H -0.08361 0.03761 -5.70688
H 1.02374 -2.05490 -4.89769
H -0.37024 -2.61363 -4.19065
H -2.17637 -2.22607 -6.87590
H -2.17219 -3.42938 -5.66275
H -1.74457 -5.10683 -7.64768
H -1.38690 -3.73554 -8.68395
H -3.07484 -4.03726 -8.14931
H 0.13818 -4.89895 -5.22760
H 0.25607 -4.98161 -6.97755
H 2.26272 -4.04260 -4.99580
H 2.39739 -5.19274 -6.17952
H 2.44924 -3.41860 -6.61001
C -2.23961 0.74846 4.20462
C -2.63328 -0.72247 4.24912
N -1.81703 -1.65660 3.50401
C -2.19935 -3.09282 3.86804
C -3.66391 -3.44979 3.58185
C -0.36440 -1.49712 3.76997
C 0.16130 -1.57556 5.25244
H -1.19009 0.86089 4.47660
H -2.82069 1.38849 4.86855
H -2.48585 1.15442 3.22346
H -2.58555 -0.91579 5.32078
H -3.67106 -0.82510 3.93200
H -1.56833 -3.80929 3.34212
H -1.80825 -3.32374 4.85890
H -3.85988 -3.32320 2.51712
H -3.86555 -4.50619 3.75921
H -4.40331 -3.00015 4.24458
H 0.10361 -0.60255 3.35911
H 0.13042 -2.25488 3.16247
H -0.16333 -2.55733 5.59720
H -0.32977 -0.94975 5.99764
H 1.23341 -1.38369 5.29563
C 7.26400 -1.24616 0.31685
C 6.22534 -1.97966 -0.59345
N 5.10624 -2.62413 0.11732
C 5.58528 -3.58023 1.17745
C 4.34811 -3.81772 2.17626
C 4.30960 -3.38650 -0.92605
C 3.63428 -2.63358 -2.12155
H 6.79704 -0.53708 1.00041
H 7.85252 -0.61879 -0.35259
H 7.92555 -1.92493 0.85511
H 5.94988 -1.17196 -1.27157
H 6.82276 -2.67357 -1.18480
H 5.99718 -4.51695 0.80195
H 6.38921 -3.16269 1.78363
H 4.59004 -4.40089 3.06479
H 3.97354 -2.83129 2.44966
H 3.53539 -4.43845 1.79908
H 3.51061 -3.82454 -0.32787
H 4.93476 -4.13875 -1.40710
H 4.39161 -2.12199 -2.71554
H 2.81451 -2.01288 -1.75987
H 3.29836 -3.46891 -2.73596
C 0.47187 -4.79406 -0.14344
C -0.48072 -3.94663 0.69180
N -1.64756 -3.36824 0.01722
C -1.30855 -2.78737 -1.27971
C -2.44456 -1.93398 -1.78931
C -2.80957 -4.33157 -0.04177
C -2.57249 -5.78423 -0.59144
H 0.71210 -4.61820 -1.19200
H 0.18428 -5.84531 -0.12720
H 1.46897 -4.70335 0.28744
H -0.80505 -4.67431 1.43571
H 0.10564 -3.21282 1.24479
H -0.33979 -2.28799 -1.29506
H -1.27031 -3.64775 -1.94782
H -2.23753 -1.60981 -2.80919
H -3.43621 -2.35210 -1.96223
H -2.51465 -1.01194 -1.21223
H -3.72121 -3.98344 -0.52739
H -3.04381 -4.35579 1.02249
H -3.56776 -6.20111 -0.74558
H -2.14734 -6.46097 0.14975
H -1.91608 -5.74493 -1.46075
C -1.79978 5.09481 -2.11147
C -1.02933 3.88939 -1.41073
N 0.12511 4.32904 -0.50395
C -0.49442 5.02289 0.70029
C -1.15720 4.10363 1.74858
C 1.03545 5.34666 -1.10232
C 1.51527 4.95063 -2.50767
H -1.03624 5.76357 -2.50880
H -2.40419 5.65525 -1.39825
H -2.50227 4.70879 -2.85011
H -1.65955 3.14638 -0.92200
H -0.56809 3.30099 -2.20392
H -1.23608 5.73611 0.34062
H 0.29191 5.63105 1.14741
H -0.42226 3.72500 2.45894
H -1.64834 3.25139 1.27893
H -1.98117 4.61986 2.24120
H 0.62631 6.35525 -1.16103
H 1.88982 5.57818 -0.46627
H 1.73454 3.88425 -2.45411
H 0.75214 5.00864 -3.28379
H 2.47107 5.42727 -2.72531
C 0.94398 2.46377 6.85530
C 2.07935 3.29073 7.55223
O 2.70246 2.34159 8.33751
S 1.71853 1.18050 8.95432
O 1.25329 1.58734 10.29732
O 2.39745 -0.10912 8.77175
O 0.59328 1.49122 7.83013
H 1.37415 2.10827 5.91899
H 0.06636 3.07493 6.64471
H 1.53395 4.07774 8.07305
H 2.69140 3.78711 6.79916
C -4.95692 3.35104 1.81532
C -4.55079 3.56725 0.39414
O -3.88369 4.77126 0.48253
S -4.48814 5.83411 1.54509
O -5.66144 6.36338 0.91149
O -3.41762 6.59633 2.16932
O -4.88455 4.59444 2.48093
H -4.27799 2.67001 2.32850
H -5.97711 2.96808 1.78952
H -5.35821 3.72005 -0.32198
H -3.88603 2.79598 0.00513
C -5.36419 0.49719 -4.81906
C -5.49153 0.88626 -3.33057
O -5.00468 2.21646 -3.36680
S -3.65673 2.30377 -4.22783
O -2.53372 1.68814 -3.43155
O -3.51029 3.64873 -4.80228
O -4.24232 1.25916 -5.34472
H -6.30044 0.56428 -5.37317
H -5.10749 -0.54765 -4.99371
H -4.83773 0.33370 -2.65579
H -6.47944 1.08057 -2.91299

Calculated values
E_tot, hartree: -7003.308744
Net charge: 0
F_max, Eh/bohr: 0.1600

These are the Löwdin partial charges, in e, on atoms 1 to 99: number 1, Cd, carries 1.463; number 2, Cd, carries 1.444; number 3, S, carries 0.201; number 4, O, carries -0.418; number 5, O, carries -0.412; number 6, O, carries -0.427; number 7, O, carries -0.404; number 8, P, carries 0.306; number 9, F, carries -0.172; number 10, F, carries -0.130; number 11, F, carries -0.285; number 12, F, carries -0.155; number 13, F, carries -0.201; number 14, F, carries -0.164; number 15, P, carries 0.160; number 16, F, carries -0.119; number 17, F, carries -0.165; number 18, F, carries -0.149; number 19, F, carries -0.152; number 20, F, carries -0.150; number 21, F, carries -0.236; number 22, C, carries -0.057; number 23, C, carries -0.250; number 24, N, carries -0.212; number 25, C, carries -0.268; number 26, C, carries -0.079; number 27, C, carries -0.246; number 28, C, carries -0.071; number 29, H, carries 0.033; number 30, H, carries 0.077; number 31, H, carries 0.071; number 32, H, carries 0.088; number 33, H, carries 0.099; number 34, H, carries 0.104; number 35, H, carries 0.093; number 36, H, carries 0.078; number 37, H, carries 0.074; number 38, H, carries 0.063; number 39, H, carries 0.091; number 40, H, carries 0.104; number 41, H, carries 0.099; number 42, H, carries 0.076; number 43, H, carries 0.064; number 44, C, carries -0.080; number 45, C, carries -0.291; number 46, N, carries -0.176; number 47, C, carries -0.233; number 48, C, carries -0.071; number 49, C, carries -0.218; number 50, C, carries -0.095; number 51, H, carries 0.057; number 52, H, carries 0.056; number 53, H, carries 0.083; number 54, H, carries 0.106; number 55, H, carries 0.096; number 56, H, carries 0.093; number 57, H, carries 0.107; number 58, H, carries 0.050; number 59, H, carries 0.076; number 60, H, carries 0.067; number 61, H, carries 0.107; number 62, H, carries 0.094; number 63, H, carries 0.036; number 64, H, carries 0.069; number 65, H, carries 0.080; number 66, C, carries -0.057; number 67, C, carries -0.255; number 68, N, carries -0.248; number 69, C, carries -0.215; number 70, C, carries -0.067; number 71, C, carries -0.248; number 72, C, carries -0.036; number 73, H, carries 0.069; number 74, H, carries 0.091; number 75, H, carries 0.047; number 76, H, carries 0.122; number 77, H, carries 0.103; number 78, H, carries 0.092; number 79, H, carries 0.105; number 80, H, carries 0.038; number 81, H, carries 0.083; number 82, H, carries 0.085; number 83, H, carries 0.085; number 84, H, carries 0.091; number 85, H, carries 0.058; number 86, H, carries 0.068; number 87, H, carries 0.086; number 88, C, carries -0.088; number 89, C, carries -0.267; number 90, N, carries -0.160; number 91, C, carries -0.199; number 92, C, carries -0.068; number 93, C, carries -0.220; number 94, C, carries -0.063; number 95, H, carries 0.061; number 96, H, carries 0.070; number 97, H, carries 0.063; number 98, H, carries 0.087; number 99, H, carries 0.112